[1]
Computed, not measured: a molecular structure, C33H48Cl2N10O5PSTi, with ωB97M-V with the def2-TZVPD basis set.

## Properties
- LUMO (alpha / beta) (eV) = -2.35 / -2.35
- spin multiplicity = 3
- expectation value of S² = 2.004
- orbital gap (alpha / beta) (hartree) = 0.2181 / 0.2590
- E_HOMO (alpha / beta) (eV) = -8.3 / -9.4
- total charge = +1

```
101
Properties=species:S:1:pos:R:3:forces:R:3
Ti 0.016 -1.109 0.025 0.6 1.0 0.1
C -0.090 -5.819 -1.433 0.0 0.0 -0.1
N 1.062 -4.979 -1.717 -0.1 0.0 0.0
C 2.290 -5.620 -2.173 0.0 0.0 0.0
C 1.048 -3.691 -1.280 0.2 0.0 0.1
N 0.106 -3.158 -0.571 0.0 -0.5 -0.4
N 2.159 -2.950 -1.666 -0.2 0.2 0.0
C 2.702 -1.852 -1.002 0.0 -0.3 0.3
N 3.937 -1.493 -1.448 0.1 0.1 -0.1
N 2.116 -1.309 0.001 0.6 0.0 -0.1
H -0.003 -6.739 -2.002 0.0 0.0 0.0
H -1.010 -5.324 -1.751 0.0 0.0 0.0
H -0.168 -6.069 -0.370 0.0 0.0 0.0
H 2.163 -6.696 -2.106 0.0 0.0 0.0
H 3.138 -5.346 -1.544 0.0 0.0 0.0
H 2.519 -5.379 -3.215 0.0 0.0 0.0
H -0.593 -3.841 -0.304 0.0 0.0 0.1
H 2.669 -3.289 -2.462 0.0 -0.1 0.0
H 4.225 -1.747 -2.378 0.0 0.0 0.0
H 4.286 -0.600 -1.119 0.0 0.0 0.0
H 2.723 -0.595 0.449 -0.1 0.0 -0.1
Cl -3.279 1.713 -2.039 0.1 0.0 0.0
C -3.887 2.766 -0.791 -0.1 -0.1 -0.2
C -3.977 4.116 -1.069 0.0 0.0 0.0
C -4.489 4.976 -0.110 0.0 -0.1 0.0
C -4.874 4.471 1.119 0.0 0.0 0.0
C -4.744 3.119 1.394 0.0 -0.1 -0.1
Cl -5.096 2.604 3.012 0.0 -0.2 -0.1
C -4.266 2.207 0.435 -0.2 0.0 -0.1
N -4.089 0.850 0.659 0.1 0.0 0.4
C -5.064 -0.016 1.181 0.0 0.2 0.2
C -6.417 0.307 1.027 0.1 0.1 0.0
C -7.409 -0.448 1.615 -0.1 -0.1 0.1
C -7.072 -1.564 2.368 0.0 0.0 0.0
C -5.740 -1.911 2.482 0.0 -0.1 -0.2
C -4.715 -1.172 1.890 0.0 -0.1 -0.1
C -3.322 -1.714 2.140 0.0 0.0 0.2
C -2.106 -1.357 1.332 -0.2 -0.5 0.0
O -2.157 -1.171 0.068 -0.4 0.1 0.2
O -0.976 -1.424 1.881 -0.3 0.0 0.2
H -3.666 4.477 -2.039 0.0 0.0 0.0
H -4.581 6.032 -0.318 0.0 0.0 0.0
H -5.252 5.121 1.895 0.0 0.0 0.0
H -3.281 0.423 0.229 0.0 0.1 -0.1
H -6.676 1.182 0.446 0.0 0.0 0.0
H -8.445 -0.164 1.487 0.0 0.0 0.0
H -7.833 -2.157 2.854 0.0 0.0 0.0
H -5.470 -2.793 3.054 0.0 0.0 0.0
H -3.373 -2.800 1.980 0.0 0.0 0.1
H -3.054 -1.606 3.193 0.0 0.1 0.0
C -1.578 3.119 1.491 0.1 0.1 0.2
O -1.205 1.828 0.980 0.0 -0.1 0.0
P 0.331 1.317 1.026 -0.5 0.3 0.0
O 1.120 2.565 0.348 0.2 -0.1 0.0
C 0.824 2.903 -1.005 0.0 0.0 0.0
O 0.804 1.694 2.516 0.2 -0.1 -0.1
C 0.385 0.882 3.620 0.0 0.0 0.0
H -0.712 3.651 1.884 0.0 0.0 0.0
H -2.313 2.974 2.282 0.1 0.0 0.0
H -2.030 3.692 0.682 0.1 0.0 0.1
H 1.346 3.834 -1.217 0.0 0.0 0.0
H -0.249 3.048 -1.155 0.0 0.0 0.0
H 1.166 2.133 -1.700 0.0 0.0 0.0
H 1.110 1.037 4.415 0.0 0.0 0.0
H 0.346 -0.173 3.352 0.0 0.0 0.0
H -0.601 1.203 3.958 0.0 0.0 0.0
S 0.008 -0.170 -2.364 0.2 0.0 -0.2
C -0.846 -1.382 -3.195 -0.4 -0.3 -0.1
N -1.989 -1.878 -2.645 0.0 0.1 0.0
C -2.772 -2.829 -3.200 0.1 0.1 0.0
C -2.439 -3.378 -4.402 0.1 0.1 0.1
C -1.268 -2.904 -5.025 0.0 -0.1 -0.1
C -0.493 -1.933 -4.449 0.0 0.2 0.2
H -2.240 -1.510 -1.723 -0.1 0.0 0.0
H -3.656 -3.095 -2.639 0.0 0.0 0.0
H -3.066 -4.131 -4.851 0.0 0.0 0.0
H -0.976 -3.312 -5.985 0.0 0.0 0.0
H 0.395 -1.550 -4.930 0.0 0.0 0.0
C 6.077 3.211 -1.063 0.0 0.0 0.0
C 4.607 3.005 -1.364 0.0 0.1 0.0
N 4.181 1.773 -0.715 0.0 -0.1 0.0
C 4.527 1.525 0.615 -0.1 0.1 -0.1
N 3.799 0.670 1.239 0.0 -0.2 0.0
C 4.147 0.298 2.601 0.0 0.0 0.0
C 5.617 0.530 2.907 0.0 0.0 0.0
C 5.976 1.947 2.501 -0.1 0.1 0.0
N 5.638 2.152 1.100 0.0 -0.1 0.0
C 6.245 3.298 0.440 -0.1 0.1 0.0
H 6.448 4.123 -1.530 0.0 0.0 0.0
H 6.649 2.367 -1.456 0.0 0.0 0.0
H 4.422 2.911 -2.434 0.0 0.0 0.0
H 4.034 3.868 -0.998 0.0 0.0 0.0
H 3.204 1.550 -0.843 0.0 0.0 0.0
H 3.892 -0.756 2.742 0.0 0.0 0.0
H 3.521 0.863 3.300 0.0 0.0 0.0
H 6.229 -0.173 2.336 0.0 0.0 0.0
H 5.832 0.377 3.965 0.0 0.0 0.0
H 7.042 2.146 2.620 0.0 0.0 0.0
H 5.435 2.666 3.130 0.0 0.0 0.0
H 7.299 3.322 0.722 0.0 0.0 0.0
H 5.791 4.229 0.807 0.0 0.0 0.0
```
Positions in Å, forces in eV/Å.

[2]
Computed, not measured: a molecular structure, C17H15Cl5O5Sn, with ωB97M-V with the def2-TZVPD basis set.

## Properties
- LUMO (eV) = -7.51
- orbital gap (hartree) = 0.2532
- E_HOMO (eV) = -14.4
- total charge = +2

```
43
Properties=species:S:1:pos:R:3:forces:R:3
Sn -0.382 0.721 -0.217 -0.5 0.4 0.5
C 2.374 0.942 -1.688 0.2 0.1 -0.1
O 1.194 1.690 -1.243 0.1 0.1 -0.2
C 0.977 2.937 -1.963 -0.2 0.0 0.0
C -0.181 3.593 -1.258 -0.2 0.0 0.0
O -1.261 2.629 -1.164 0.5 -0.1 -0.1
C -2.136 2.563 -2.330 0.0 0.1 0.1
H 3.237 1.590 -1.562 0.0 0.0 0.0
H 2.238 0.662 -2.730 0.0 0.0 0.0
H 2.465 0.068 -1.057 0.2 0.2 -0.2
H 0.763 2.700 -3.005 0.0 0.0 0.0
H 1.879 3.545 -1.911 0.0 -0.1 0.1
H -0.509 4.504 -1.757 -0.1 -0.1 -0.1
H 0.074 3.833 -0.224 0.0 0.1 0.0
H -2.528 3.562 -2.506 0.0 0.0 0.0
H -2.944 1.887 -2.072 0.0 0.0 0.0
H -1.596 2.200 -3.203 0.0 0.0 0.0
Cl -2.895 -1.089 -1.235 0.0 0.1 0.1
C -3.191 -0.274 0.263 -0.1 -0.2 -0.1
C -2.204 0.553 0.749 0.0 0.1 -0.2
C -2.363 1.286 1.902 0.0 0.1 0.1
Cl -1.045 2.321 2.355 -0.1 -0.1 -0.1
C -3.535 1.176 2.637 0.0 0.1 0.1
Cl -3.733 2.065 4.077 0.0 0.0 0.0
C -4.541 0.316 2.165 0.0 0.0 0.0
Cl -5.985 0.164 3.047 0.0 0.0 0.0
C -4.377 -0.414 0.975 0.0 0.0 0.0
Cl -5.606 -1.445 0.403 0.0 0.0 0.0
O 1.883 -3.194 -1.399 -0.1 0.0 -0.6
C 2.286 -3.272 -0.135 0.2 -0.1 0.6
C 3.055 -4.340 0.342 -0.3 0.3 -0.3
C 3.441 -4.368 1.659 0.0 0.2 0.4
C 3.097 -3.332 2.544 -0.1 0.2 -0.1
C 2.364 -2.262 2.082 0.5 -0.3 0.5
C 1.945 -2.216 0.745 0.0 0.0 -0.6
C 1.168 -1.093 0.316 -0.3 -0.5 0.8
O 0.366 -1.099 -0.709 0.3 -0.2 -0.4
O 1.133 0.015 1.000 0.0 -0.2 -0.1
H 2.208 -3.955 -1.899 -0.1 0.0 0.0
H 3.330 -5.145 -0.329 0.0 0.0 0.0
H 4.025 -5.206 2.018 0.0 0.0 0.0
H 3.414 -3.372 3.577 0.0 0.0 0.0
H 2.093 -1.448 2.740 0.0 0.0 0.0
```
Positions in Å, forces in eV/Å.

[3]
Computed, not measured: 2 unconnected molecules or ions with the total composition C5H10O, with ωB97M-V with the def2-TZVPD basis set.

## Properties
- LUMO (eV) = 0.97
- orbital gap (hartree) = 0.3836
- E_HOMO (eV) = -9.5
- SMILES string = C=C(C)C.C=O
- total charge = 0

```
16
Properties=species:S:1:pos:R:3:forces:R:3
C 1.406 0.613 0.594 0.0 0.0 0.0
C -0.009 0.120 0.736 -0.1 0.1 0.0
C -0.167 -1.355 0.984 0.0 0.0 0.0
C -1.064 0.923 0.579 0.1 0.0 0.1
C -0.472 0.054 -2.171 0.2 -0.2 0.0
O 0.285 -0.885 -2.214 -0.3 0.4 -0.1
H 1.968 -0.037 -0.090 -0.1 0.1 0.1
H 1.921 0.593 1.563 -0.1 0.0 -0.2
H 1.445 1.637 0.209 0.0 -0.1 0.1
H 0.014 -1.901 0.047 0.0 0.1 0.2
H -1.173 -1.600 1.339 0.2 0.0 -0.1
H 0.562 -1.719 1.718 -0.1 0.1 -0.1
H -0.948 1.981 0.351 0.0 -0.2 0.1
H -2.081 0.544 0.668 0.2 0.1 0.0
H -0.115 1.102 -2.168 0.0 -0.1 0.0
H -1.572 -0.070 -2.143 0.1 -0.1 0.0
```
Positions in Å, forces in eV/Å.

[4]
Computed, not measured: 2 unconnected molecules or ions with the total composition C3H7O3, with ωB97M-V with the def2-TZVPD basis set.

## Properties
- LUMO (eV) = 3.76
- orbital gap (hartree) = 0.2816
- E_HOMO (eV) = -3.9
- total charge = -1

```
13
Properties=species:S:1:pos:R:3:forces:R:3
C -1.135 -1.084 1.693 -1.0 -2.0 -0.2
O -1.588 -1.884 0.576 0.8 1.0 -1.9
H -1.526 -1.277 -0.216 0.0 -1.3 1.3
H -0.618 -0.221 1.339 -0.3 1.2 0.2
H -0.421 -1.611 2.303 0.6 -0.6 -0.1
H -2.051 -1.143 2.280 0.1 1.7 0.6
C 0.720 0.545 -1.574 4.8 0.1 1.0
C 1.409 1.637 -0.627 -2.7 1.2 0.1
O 1.754 1.237 0.499 0.6 -0.4 0.1
O 1.304 2.829 -1.036 0.7 -0.8 0.0
H 1.558 -0.224 -1.465 -1.6 0.1 -0.4
H 0.811 0.967 -2.546 -0.7 0.1 -1.0
H -0.218 0.227 -1.228 -1.2 -0.4 0.3
```
Positions in Å, forces in eV/Å.

[5]
Computed, not measured: a gas-phase ion, C7H10F3N2O2S (charge +1), with ωB97M-V with the def2-TZVPD basis set.

## Properties
- LUMO (eV) = -3.95
- orbital gap (hartree) = 0.2997
- E_HOMO (eV) = -12.1
- SMILES string = C[S@](=O)(O)=C=C(N)/C=C(/F)[C@H](F)C(=[NH2+])F
- total charge = +1

```
25
Properties=species:S:1:pos:R:3:forces:R:3
C -0.078 2.052 0.744 -0.1 0.0 2.5
C 0.785 1.194 -0.066 1.9 0.8 -1.0
C -0.768 1.590 1.823 1.3 0.6 -3.0
C 0.319 0.001 -0.506 -1.2 -1.7 1.1
C -0.926 0.179 2.250 0.2 0.6 -1.0
C -1.572 -0.497 1.074 1.4 -2.4 -0.9
C 0.541 -1.663 -2.903 -0.3 -2.2 4.3
N -2.698 -0.073 0.557 1.2 0.6 0.6
N 2.011 1.758 -0.369 -1.0 -2.8 -0.4
O 2.645 -0.649 -1.552 1.6 -0.2 -0.2
O 1.268 -2.478 -0.467 -0.6 -0.2 -1.3
F -1.608 2.377 2.432 -0.8 1.3 1.2
F 0.228 -0.392 2.618 0.7 -0.6 -0.1
F -1.334 -1.798 1.000 -0.8 0.5 0.3
S 1.331 -1.117 -1.271 -2.7 0.9 -0.7
H 0.102 3.132 0.742 -0.5 -0.2 -0.4
H -1.588 0.184 3.094 -0.7 -0.3 0.5
H -0.294 -2.343 -2.636 0.7 0.1 0.0
H 0.093 -0.857 -3.329 -0.7 2.7 -1.3
H 1.292 -2.164 -3.434 1.1 -0.5 -0.9
H -3.497 -0.597 0.357 -0.9 -1.5 -0.7
H -2.837 0.898 0.578 -0.3 1.4 0.1
H 1.793 -2.573 0.329 0.5 0.5 0.5
H 2.131 2.712 -0.167 0.7 1.0 0.1
H 2.664 1.124 -0.896 -0.7 1.6 0.7
```
Positions in Å, forces in eV/Å.

[6]
Computed, not measured: a single C4H4O2 molecule, with ωB97M-V with the def2-TZVPD basis set.

## Properties
- LUMO (eV) = 0.49
- orbital gap (hartree) = 0.3616
- E_HOMO (eV) = -9.3
- SMILES string = O=CC=C=CO
- total charge = 0

```
10
Properties=species:S:1:pos:R:3:forces:R:3
O -0.880 1.875 0.722 0.0 0.0 -0.2
C -0.051 0.927 1.231 0.2 -0.2 0.1
C -0.250 -1.312 -0.892 -0.2 0.1 -0.2
O -0.721 -1.208 -1.998 0.3 -0.3 0.3
C 0.783 0.226 0.487 -0.3 -0.1 -0.1
C 1.020 -0.626 -0.485 0.0 0.2 0.1
H -0.905 1.762 -0.242 0.0 0.2 0.2
H -0.121 0.847 2.311 0.1 0.0 -0.1
H -0.802 -1.788 -0.055 0.0 0.0 -0.2
H 1.926 -0.702 -1.080 -0.2 0.1 0.1
```
Positions in Å, forces in eV/Å.

[7]
Computed, not measured: a gas-phase ion, C5H8NS (charge +1), with ωB97M-V with the def2-TZVPD basis set.

## Properties
- LUMO (alpha / beta) (eV) = -5.40 / -5.90
- orbital gap (alpha / beta) (hartree) = 0.3012 / 0.2657
- E_HOMO (alpha / beta) (eV) = -13.6 / -13.1
- total charge = +1

```
15
Properties=species:S:1:pos:R:3:forces:R:3
C 0.128 -0.215 1.569 -1.1 -1.3 -1.8
C -1.472 0.972 0.060 -1.2 1.4 1.7
C 1.036 -1.270 -0.868 0.4 1.5 -0.4
C 0.210 -0.301 0.022 0.1 -1.3 0.0
C -1.137 -0.367 0.690 1.6 0.3 0.1
N -0.170 1.034 -0.603 0.7 -2.8 -2.5
S 1.444 -2.863 -0.104 -0.4 0.9 -0.7
H 0.467 -1.233 1.856 -0.1 1.0 0.4
H 0.363 0.676 2.166 -0.1 -0.5 -0.2
H -2.281 1.276 -0.596 -0.2 -0.9 -0.1
H -1.464 1.699 0.861 -0.2 0.5 0.1
H 0.547 -1.265 -1.884 0.0 -0.9 0.9
H 1.995 -0.744 -1.183 -0.6 -0.7 0.8
H -0.175 0.927 -1.649 -0.2 0.4 1.2
H 0.508 1.676 -0.337 1.2 2.2 0.5
```
Positions in Å, forces in eV/Å.

The records above give, respectively, energy above the lowest of the compared OMol25 structures with the same formula, charge and spin values of 0.0; 17.9; 34.2; 43.7; 84.7; 48.3; 132.1 kcal per mole.